Molecular formula: C24H27N5O6S
Method: DFT, ωB97M-V/def2-TZVPD

The geometry in XYZ format:
```
63
Properties=species:S:1:pos:R:3:nbo_charge:R:1
C -4.10 -2.34 0.12 0.328
H -7.28 -1.14 -0.58 0.217
C 0.12 0.52 0.30 0.682
H 1.31 2.89 0.30 0.428
N -3.01 2.83 0.51 -0.584
N 0.50 3.48 0.44 -0.783
C -2.18 -1.67 1.41 -0.190
C -0.94 1.51 0.41 -0.438
C 1.66 -1.21 -1.23 0.711
H 3.40 -1.76 4.01 0.229
C -6.16 -2.93 -0.98 -0.063
O -5.35 -2.86 0.19 -0.491
O 5.39 -0.12 -0.45 -0.547
N -3.29 5.53 0.57 -0.801
H 3.43 -1.54 -0.28 0.416
H -3.88 -2.13 -2.02 0.223
C 2.91 -3.27 2.51 0.083
H 4.07 2.74 0.49 0.214
H -5.89 -0.88 -1.64 0.214
C -1.52 -1.31 0.23 0.058
C -1.94 3.59 0.49 0.009
S -2.66 1.26 0.46 0.719
C -2.03 5.07 0.50 0.640
C 5.05 0.80 0.58 -0.066
O 1.04 -0.83 -2.21 -0.649
N -0.20 -0.80 0.28 -0.435
H -4.06 4.88 0.59 0.416
C 3.99 1.56 -1.37 -0.444
H 4.19 0.43 1.15 0.169
H -3.46 6.52 0.57 0.406
H 5.60 2.64 -0.40 0.201
H 0.43 -2.68 -0.30 0.255
O 1.30 0.88 0.25 -0.688
H 5.57 0.46 -2.40 0.176
H 3.37 -4.20 2.79 0.206
C 4.70 2.10 -0.13 -0.427
C 2.91 -2.04 3.10 -0.304
H -1.68 -1.54 2.36 0.232
H 4.52 -1.69 -2.52 0.199
C -6.70 -1.57 -1.39 -0.639
H -6.98 -3.59 -0.69 0.196
C -0.69 2.89 0.44 0.216
H 5.91 0.87 1.25 0.187
C -2.14 -1.49 -0.99 -0.129
C 1.72 -1.99 1.22 0.253
H -7.34 -1.68 -2.26 0.217
C 0.88 -1.73 0.01 -0.165
H 0.52 4.49 0.38 0.433
H -5.61 -3.40 -1.80 0.171
C -3.46 -2.18 1.35 -0.248
H 4.01 2.26 -2.21 0.217
H 1.92 -0.17 2.39 0.246
C 4.77 0.28 -1.67 0.094
C -3.43 -2.00 -1.05 -0.326
H 2.96 1.32 -1.12 0.241
H 3.28 -0.51 -3.03 0.235
N 2.99 -1.33 -1.16 -0.613
C 2.14 -1.21 2.25 -0.300
H -3.98 -2.46 2.24 0.229
C 3.88 -0.86 -2.19 -0.240
O -1.05 5.79 0.46 -0.633
O 2.19 -3.25 1.38 -0.404
H -1.61 -1.23 -1.89 0.243
```

- E_LUMO: 0.0028 Eh
- ΔE to the lowest compared entry with this formula, charge and spin: 0.020 eV
- E_HOMO: -8.096 eV
- HOMO-LUMO gap: 8.17 eV
- SMILES: CCOc1ccc(N(C(=O)c2snc(C(N)=O)c2N)[C@@H](C(=O)NC[C@H]2CCCO2)c2ccco2)cc1
- Maximum force: 0.82 eV Å⁻¹
- Multiplicity: 1

Molecular formula: C4H7FO
Method: DFT, ωB97M-V/def2-TZVPD

The geometry in XYZ format:
```
13
Properties=species:S:1:pos:R:3:nbo_charge:R:1
F -3.41 -0.69 0.00 -0.322
H 1.65 -0.11 1.65 0.188
H 2.68 0.79 -0.86 0.185
C 1.76 0.49 0.81 -0.372
C 2.63 0.09 -0.09 -0.394
H 1.01 1.19 0.47 0.198
C -2.20 -0.22 -0.23 0.689
H -1.13 -2.02 -0.34 0.212
H 3.48 -0.55 0.13 0.197
H -3.04 1.53 -0.52 0.503
C -1.08 -0.99 -0.31 -0.608
O -2.19 1.10 -0.26 -0.691
H -0.16 -0.60 -0.45 0.216
```

- E_LUMO: 0.0260 Eh
- ΔE to the lowest compared entry with this formula, charge and spin: 2.221 eV
- E_HOMO: -8.985 eV
- HOMO-LUMO gap: 9.69 eV
- SMILES: C=C(O)F.C=C
- Maximum force: 4.17 eV Å⁻¹
- Multiplicity: 1

Molecular formula: C6H10O
Method: DFT, ωB97M-V/def2-TZVPD

The geometry in XYZ format:
```
17
Properties=species:S:1:pos:R:3:nbo_charge:R:1
C 0.69 1.08 -0.80 0.098
H -1.51 1.20 -0.61 0.202
H 0.98 1.92 -1.44 0.177
H 0.11 2.26 0.94 0.197
H -0.29 -2.59 0.69 0.221
C -0.55 -2.01 -0.20 -0.689
H -0.95 0.10 -1.96 0.223
H 0.12 -2.26 -1.03 0.268
C 0.11 0.08 1.27 -0.475
H 0.80 -0.58 1.80 0.223
O 1.33 -0.16 -0.94 -0.617
H -1.58 -2.23 -0.51 0.232
H 1.74 1.54 1.09 0.221
C 0.73 1.39 0.72 -0.419
H -0.74 0.26 1.95 0.225
C -0.74 0.52 -0.97 -0.490
C -0.25 -0.56 -0.04 0.403
```

- E_LUMO: 0.0366 Eh
- ΔE to the lowest compared entry with this formula, charge and spin: 1.765 eV
- E_HOMO: -9.049 eV
- HOMO-LUMO gap: 10.04 eV
- Maximum force: 2.51 eV Å⁻¹
- Multiplicity: 1

Molecular formula: C31H34N4O3S
Method: DFT, ωB97M-V/def2-TZVPD

The geometry in XYZ format:
```
73
Properties=species:S:1:pos:R:3:mulliken_charge:R:1
C 5.60 -3.41 1.80 1.084
C -3.19 -1.88 1.49 1.150
H 4.14 2.06 -1.26 0.347
C -4.05 5.84 -1.53 -1.111
H -6.17 4.52 -2.29 0.340
S 2.66 0.12 1.71 1.415
C 4.97 -2.97 2.96 -0.692
H 0.20 3.63 -0.78 0.676
H -5.95 4.11 -0.59 0.331
C -3.34 -0.57 0.96 -0.177
C -0.93 -0.25 1.09 -1.047
C 4.27 -1.81 0.53 0.139
O 1.92 2.62 -0.68 -0.682
C -1.90 -2.33 1.86 -0.969
H 7.66 -4.09 1.64 0.295
H -4.31 -0.19 0.64 0.449
H -3.22 6.26 -2.10 0.363
H -4.12 1.69 -2.04 0.216
C -5.54 -2.39 0.96 -1.207
H -1.76 -3.32 2.29 0.276
H -1.64 5.15 -1.23 0.336
N -4.18 4.41 -1.73 -0.038
C 1.60 1.53 -1.14 0.055
C 3.25 -0.93 -3.55 -0.869
H 0.07 0.01 -1.42 0.351
H -5.15 -3.18 3.52 0.302
H 1.20 -0.59 -2.92 0.307
H 3.00 -1.77 -4.20 0.387
C 4.58 -0.51 -3.44 -0.426
C -2.06 1.38 -1.66 -0.452
H -2.36 1.36 0.85 0.760
C -1.81 4.08 -1.34 -0.600
H -3.92 6.11 -0.47 0.377
C 3.90 1.21 -1.89 -0.285
C 0.29 0.53 0.62 0.370
C 6.65 -4.49 1.85 -1.402
H -2.10 0.31 -1.83 0.363
N -4.30 -2.67 1.65 0.101
C -3.09 3.58 -1.64 1.801
C 3.67 -1.38 1.71 -0.360
O 3.56 1.10 1.13 -0.661
N -0.87 1.88 -1.22 0.455
N 1.48 -0.29 0.70 -0.367
H -5.36 -2.09 -0.08 0.392
C 5.24 -2.82 0.58 -0.833
C 4.01 -1.97 2.93 -0.396
H 5.23 -3.43 3.92 0.277
H 0.36 1.44 1.28 0.313
H 0.22 -1.88 1.85 0.492
C 2.24 -0.29 -2.83 0.043
C 0.23 0.93 -0.84 -0.465
C 2.57 0.76 -1.96 0.609
H -4.87 -4.53 2.40 0.314
H 5.36 -1.01 -4.00 0.393
C -4.45 -3.58 2.77 -0.953
C -2.23 0.28 0.95 -0.677
H 5.72 -3.14 -0.34 0.382
C -3.18 2.17 -1.82 -0.760
H 6.68 -4.95 2.84 0.339
H 3.98 -1.37 -0.42 0.100
O 2.20 0.30 3.06 -0.812
H -4.98 6.30 -1.87 0.302
H -3.50 -3.79 3.27 0.291
H 6.46 -5.27 1.11 0.333
H -6.13 -3.32 0.95 0.319
H -5.64 2.88 -1.85 0.317
C -0.76 3.23 -1.07 -0.767
C 4.90 0.57 -2.61 -0.666
C -5.55 3.94 -1.60 -0.986
H 3.52 -1.62 3.84 0.462
H -6.13 -1.61 1.46 0.356
H 5.93 0.91 -2.51 0.384
C -0.78 -1.53 1.62 -0.808
```

- E_LUMO: -0.0196 Eh
- ΔE to the lowest compared entry with this formula, charge and spin: 0.000 eV
- E_HOMO: -6.980 eV
- HOMO-LUMO gap: 6.45 eV
- Maximum force: 2.57 eV Å⁻¹
- Multiplicity: 1

Molecular formula: CH12F3NaO9S
Method: DFT, ωB97M-V/def2-TZVPD

The geometry in XYZ format:
```
27
Properties=species:S:1:pos:R:3:nbo_charge:R:1
H -2.77 17.84 12.93 0.463
F 4.21 21.73 15.74 -0.308
F 3.34 21.32 17.64 -0.353
H 0.38 16.50 10.37 0.483
H 5.14 15.95 14.17 0.469
O 4.60 16.10 13.40 -0.941
O 1.48 20.26 15.35 -1.056
S 1.44 21.69 15.76 2.262
O -1.69 17.13 16.86 -0.956
C 3.23 22.05 16.52 0.741
O 1.27 22.53 14.59 -0.988
F 3.31 23.30 16.95 -0.323
H -2.56 17.17 16.46 0.476
H -1.24 17.92 16.55 0.481
O -1.98 18.33 13.14 -0.937
O 2.45 13.44 15.65 -0.956
H -1.34 18.02 12.50 0.474
Na 1.41 16.64 15.08 0.987
H 2.35 17.74 18.73 0.493
O 0.45 16.31 11.31 -0.951
O 0.40 22.04 16.74 -0.969
H 3.54 16.98 18.20 0.473
H 2.16 12.84 16.33 0.483
H 3.40 13.48 15.74 0.474
H 4.75 15.33 12.85 0.474
H 0.23 15.39 11.39 0.470
O 2.60 17.10 18.06 -0.965
```

- E_LUMO: -0.0515 Eh
- ΔE to the lowest compared entry with this formula, charge and spin: 3.292 eV
- E_HOMO: -7.735 eV
- HOMO-LUMO gap: 6.33 eV
- Maximum force: 3.37 eV Å⁻¹
- Multiplicity: 1

Molecular formula: CH3NO3S
Method: DFT, ωB97M-V/def2-TZVPD

The geometry in XYZ format:
```
9
Properties=species:S:1:pos:R:3:nbo_charge:R:1
O -2.04 1.97 1.62 -0.897
O 0.26 1.65 2.50 -0.870
H -0.99 1.48 -0.62 0.372
H 1.24 -0.30 0.52 0.498
N -0.23 1.18 -0.16 -0.809
S -0.74 1.35 1.51 2.104
H -1.48 -0.59 -0.01 0.211
C -0.56 -0.12 0.47 0.043
O 0.50 -0.89 0.68 -0.652
```

- E_LUMO: 0.0161 Eh
- ΔE to the lowest compared entry with this formula, charge and spin: 2.791 eV
- E_HOMO: -10.173 eV
- HOMO-LUMO gap: 10.61 eV
- SMILES: O=S1(=O)N[C@H]1O
- Maximum force: 4.40 eV Å⁻¹
- Multiplicity: 1

Molecular formula: C5H12N2
Method: DFT, ωB97M-V/def2-TZVPD

The geometry in XYZ format:
```
19
Properties=species:S:1:pos:R:3:mulliken_spin:R:1
C -1.59 0.44 0.18 0.079
H 3.31 -0.15 -0.07 -0.006
N 1.10 0.70 -1.04 0.003
H -2.92 -0.74 -1.05 -0.002
H 1.97 0.54 -1.54 0.010
H -1.11 1.42 0.21 -0.003
C 1.80 -0.59 0.96 0.200
H 1.33 -0.99 1.85 0.008
H -1.07 -1.44 -0.51 0.050
H 1.26 1.58 -0.55 0.022
H -3.61 0.77 -0.51 0.003
H -2.43 0.75 -1.81 0.001
H -0.52 -1.30 1.06 0.007
N 3.03 -0.11 0.91 0.236
H 3.74 -0.54 1.49 -0.007
C -2.68 0.30 -0.85 0.000
C 0.85 -0.29 -0.05 0.372
C -0.51 -0.74 0.12 0.028
H -1.95 0.38 1.20 -0.001
```

- Total charge: +1
- E_LUMO (alpha / beta): -0.1422 / -0.2578 Eh
- ⟨S²⟩: 0.755
- ΔE to the lowest compared entry with this formula, charge and spin: 1.529 eV
- E_HOMO (alpha / beta): -13.969 / -15.017 eV
- HOMO-LUMO gap (alpha / beta): 10.10 / 8.00 eV
- Maximum force: 2.03 eV Å⁻¹
- Multiplicity: 2

Molecular formula: C2H4N4O2
Method: DFT, ωB97M-V/def2-TZVPD

The geometry in XYZ format:
```
12
Properties=species:S:1:pos:R:3:nbo_charge:R:1
O -3.03 1.04 0.70 -0.381
H 1.23 1.48 -0.25 0.205
O -3.42 -0.81 -0.38 -0.354
H 1.79 -2.12 -0.12 0.322
C -0.39 0.42 -0.39 0.117
H 2.80 0.28 0.58 0.402
N 2.00 -0.32 0.40 -0.150
N -1.32 -0.30 0.03 -0.321
C 1.03 0.41 -0.10 -0.199
H -0.47 1.38 -0.89 0.182
N -2.68 0.04 0.07 0.615
N 2.46 -1.52 0.36 -0.437
```

- E_LUMO (alpha / beta): -0.0380 / -0.0378 Eh
- ΔE to the lowest compared entry with this formula, charge and spin: 6.658 eV
- E_HOMO (alpha / beta): -9.065 / -9.059 eV
- HOMO-LUMO gap (alpha / beta): 8.03 / 8.03 eV
- Maximum force: 2.49 eV Å⁻¹
- Multiplicity: 1

Molecular formula: C2H6P2
Method: DFT, ωB97M-V/def2-TZVPD

The geometry in XYZ format:
```
10
Properties=species:S:1:pos:R:3:nbo_charge:R:1
H 1.35 -1.57 -0.42 0.239
H -0.20 -0.48 1.52 0.273
P 1.25 0.89 -0.06 0.377
P -1.85 0.46 -0.10 0.360
H -1.60 1.26 1.08 -0.011
H 0.39 -0.88 -1.65 0.230
C -0.27 -0.27 0.38 -0.699
C 0.68 -0.76 -0.63 -0.676
H -1.41 1.38 -0.92 -0.051
H 2.28 0.28 0.92 -0.042
```

- E_LUMO: 0.0357 Eh
- ΔE to the lowest compared entry with this formula, charge and spin: 0.800 eV
- E_HOMO: -8.679 eV
- HOMO-LUMO gap: 9.65 eV
- SMILES: P[C@H]1CP1
- Maximum force: 3.60 eV Å⁻¹
- Multiplicity: 1

Molecular formula: C5H14
Method: DFT, ωB97M-V/def2-TZVPD

The geometry in XYZ format:
```
19
Properties=species:S:1:pos:R:3:nbo_charge:R:1
H -1.87 1.84 1.85 0.216
H -0.86 -2.22 -0.25 0.203
H 0.05 2.97 0.25 0.196
H 1.99 -2.24 -1.10 0.199
C -0.02 -1.65 -0.61 -0.382
H 0.76 -0.97 -2.56 0.199
H -0.49 2.17 2.91 0.204
C -0.32 3.18 1.12 -0.602
C 1.30 -2.49 -0.40 -0.602
H 0.11 -0.55 -0.02 0.182
H 1.58 -2.38 0.65 0.211
H -0.05 1.09 1.70 0.209
H 0.42 3.79 1.60 0.201
C -0.21 -1.27 -2.07 -0.616
H -1.15 3.90 0.95 0.198
H -0.68 -2.05 -2.66 0.204
H 1.02 -3.58 -0.55 0.196
H -0.88 -0.33 -2.18 0.206
C -0.75 1.99 1.86 -0.620
```

- E_LUMO: 0.0398 Eh
- ΔE to the lowest compared entry with this formula, charge and spin: 1.513 eV
- E_HOMO: -10.910 eV
- HOMO-LUMO gap: 11.99 eV
- SMILES: CCC.CC
- Maximum force: 5.63 eV Å⁻¹
- Multiplicity: 1

Molecular formula: C19H24N4O4
Method: DFT, ωB97M-V/def2-TZVPD

The geometry in XYZ format:
```
51
Properties=species:S:1:pos:R:3:nbo_charge:R:1
H 1.42 4.90 -0.78 0.212
C -0.04 1.22 -0.29 -0.103
C 0.82 2.36 -0.20 0.652
H -3.05 -1.94 -1.23 0.194
H 1.71 -1.64 1.25 0.211
O 2.03 2.40 -0.30 -0.631
H 3.33 -3.39 0.79 0.207
H -5.76 -4.35 -0.90 0.215
H -3.77 3.58 0.34 0.251
C -5.72 -3.26 -0.85 -0.632
H -5.14 -1.74 0.58 0.167
C -1.41 1.31 -0.14 0.376
H -6.71 -2.86 -1.04 0.213
C 4.60 -0.35 0.06 -0.160
C 4.05 -2.63 0.52 -0.208
C -0.98 -0.73 -0.49 0.686
H -3.94 2.08 -0.62 0.210
H 6.64 0.04 -0.46 0.213
H 1.59 4.64 0.97 0.212
H -3.00 -1.69 1.21 0.183
C 1.52 -0.71 -0.70 -0.205
H -3.77 1.98 1.14 0.205
H 2.22 0.06 1.17 0.228
N 0.22 -0.12 -0.53 -0.330
H 7.32 -2.32 -0.26 0.212
H 4.30 0.69 -0.02 0.219
H 2.11 -0.04 -1.33 0.232
C -2.38 -2.58 -0.65 -0.097
C 6.30 -2.04 -0.08 -0.218
H -5.05 -2.91 -1.63 0.199
N -2.03 2.49 0.10 -0.410
O -4.04 -3.45 0.94 -0.531
H 0.19 5.58 0.34 0.246
C -3.47 2.54 0.25 -0.413
C -5.25 -2.83 0.54 -0.065
H -6.00 -3.13 1.27 0.183
O -1.82 4.72 0.41 -0.639
C 0.87 4.75 0.15 -0.417
H 5.66 -4.03 0.36 0.212
N -1.99 0.10 -0.27 -0.575
H -2.30 -3.57 -1.11 0.201
C -2.87 -2.70 0.80 -0.087
H 1.39 -1.67 -1.20 0.223
C 2.24 -0.89 0.65 -0.426
C -1.29 3.65 0.20 0.797
C 3.66 -1.31 0.42 -0.046
C 5.91 -0.71 -0.18 -0.221
C 5.37 -3.00 0.28 -0.207
N 0.08 3.53 0.05 -0.453
H -2.11 -3.23 1.38 0.190
O -1.06 -2.04 -0.70 -0.475
```

- E_LUMO: 0.0232 Eh
- ΔE to the lowest compared entry with this formula, charge and spin: 1.650 eV
- E_HOMO: -8.163 eV
- HOMO-LUMO gap: 8.79 eV
- SMILES: CCOCCOc1nc2c(c(=O)n(C)c(=O)n2C)n1CCc1ccccc1
- Maximum force: 1.39 eV Å⁻¹
- Multiplicity: 1

Molecular formula: CH4FOPS
Method: DFT, ωB97M-V/def2-TZVPD

The geometry in XYZ format:
```
9
Properties=species:S:1:pos:R:3:nbo_charge:R:1
C 0.10 0.46 -0.35 -0.955
H 0.88 -0.22 -0.32 0.251
H -1.15 -1.80 1.00 0.489
H -0.09 0.83 -1.29 0.247
O -1.48 -1.04 1.37 -0.943
F -1.44 -1.63 -1.13 -0.608
H 0.34 1.16 0.44 0.255
P -1.58 -0.22 0.02 1.731
S -3.20 0.82 0.03 -0.468
```

- E_LUMO: 0.0193 Eh
- ΔE to the lowest compared entry with this formula, charge and spin: 0.834 eV
- E_HOMO: -9.778 eV
- HOMO-LUMO gap: 10.30 eV
- SMILES: C[P@](O)(F)=S
- Maximum force: 5.02 eV Å⁻¹
- Multiplicity: 1